Record 1
15
Properties=species:S:1:pos:R:3 method="wB97M-V/def2-TZVPD" e_homo_ev="1.04 / -6.12" multiplicity=2 homo_lumo_gap_ev="2.7 / 9.8" charge=-1 total_energy_ev=-8839.9503 relative_energy_ev=1.4667
C 1.870 0.808 2.047
O 3.076 0.588 1.174
H 2.856 0.621 0.267
H 1.957 0.152 2.921
H 2.148 1.703 2.504
H 0.883 0.949 1.586
C -1.287 0.296 -2.121
C -1.259 -0.351 -0.718
O -0.639 -0.020 0.209
N -2.109 -1.438 -0.671
H -2.004 -2.081 0.030
H -2.559 -1.890 -1.575
H -1.576 -0.444 -2.913
H -0.298 0.882 -2.214
H -2.093 1.118 -2.220

=====

Record 2
15
Properties=species:S:1:pos:R:3 method="wB97M-V/def2-TZVPD" e_homo_ev=-8.98 multiplicity=1 homo_lumo_gap_ev=9.7 total_energy_ev=-8840.5936 relative_energy_ev=2.3617 smiles="CC(=O)O.CN"
C -0.128 1.217 2.337
C -0.314 2.255 1.356
O 0.655 2.327 0.467
O -1.357 2.849 1.148
H 0.817 0.728 2.524
H -0.638 0.287 2.029
H -0.652 1.518 3.286
C 0.118 -1.886 -2.447
N 0.184 -2.259 -0.931
H -0.614 -2.291 -0.478
H 0.888 -2.808 -0.672
H 0.725 3.055 -0.110
H -0.685 -2.328 -2.999
H 1.161 -1.940 -2.861
H -0.160 -0.725 -2.647

=====

Record 3
15
Properties=species:S:1:pos:R:3 method="wB97M-V/def2-TZVPD" e_homo_ev=-8.80 multiplicity=1 homo_lumo_gap_ev=9.6 total_energy_ev=-8841.8703 relative_energy_ev=1.0849 smiles="CC(=O)O.CN"
C -0.910 2.267 -0.307
N -1.599 2.793 -1.476
H 0.199 -3.212 0.131
H -1.259 2.398 -2.331
H -1.907 3.731 -1.435
H -1.224 1.343 0.125
H -0.912 3.031 0.476
H 0.157 2.222 -0.538
C 1.618 -0.373 0.268
C 0.530 -1.395 0.577
O -0.439 -1.344 1.274
O 0.879 -2.556 -0.056
H 1.722 -0.349 -0.813
H 2.491 -0.859 0.674
H 1.398 0.574 0.732

=====

Record 4
15
Properties=species:S:1:pos:R:3 method="wB97M-V/def2-TZVPD" e_homo_ev=-9.59 multiplicity=1 homo_lumo_gap_ev=10.5 total_energy_ev=-8840.3114 relative_energy_ev=2.6439 smiles="CC=O.NCO"
O 0.420 -1.915 -1.391
C -0.088 -2.488 -0.470
C -0.391 -1.723 0.857
H -0.231 -3.571 -0.545
H -1.203 -2.298 1.355
H 0.512 -1.489 1.471
H -0.861 -0.791 0.496
N 1.087 1.837 0.316
C -0.320 1.735 -0.167
O -0.231 1.284 -1.536
H 1.017 1.711 1.329
H 1.406 2.671 -0.029
H -0.889 2.668 -0.317
H -0.863 1.094 0.429
H 0.634 1.275 -1.798